1.
Here is a 2-piece molecular cluster, C3H6O3 overall at a distorted geometry from OMol25. Energies are from ωB97M-V/def2-TZVPD.

The geometry in XYZ format:
```
12
Properties=species:S:1:pos:R:3:mulliken_charge:R:1
O -1.73932 -1.91636 0.42787 -0.437
C -0.54318 0.05558 1.34798 -0.941
C 0.05825 -0.08178 0.09856 0.984
O -0.19248 -1.01855 -0.68658 -0.625
C 1.02693 1.00113 -0.40762 -0.420
O 1.13279 0.99426 -1.79608 -0.512
H -1.61818 -2.39512 -0.40418 0.314
H -0.10147 0.66706 2.13069 0.335
H -1.59518 -0.19626 1.38066 0.390
H 1.98742 0.77901 0.09124 0.244
H 0.71656 2.00089 -0.08942 0.317
H 0.86786 0.11014 -2.09312 0.351
```

Summary:
**Energy above the lowest of the compared OMol25 structures with the same formula, charge and spin**: 128.10 kcal per mole
**HOMO-LUMO gap (spin up / spin down)**: 8.53 / 9.04 eV
**E_HOMO (spin up / spin down)**: -10.171 / -9.784 eV
**LUMO level (spin up / spin down)**: -1.643 / -0.745 eV

2.
Here is C4H4Cl5N as an isolated structure at a distorted geometry from OMol25. Energies are from ωB97M-V/def2-TZVPD.

The geometry in XYZ format:
```
14
Properties=species:S:1:pos:R:3:mulliken_charge:R:1
C 0.66340 0.43359 0.77161 0.574
C -0.55571 0.00303 -0.08780 -1.210
C 3.59518 -0.56456 -0.87033 0.378
C 4.19605 0.10599 0.14908 0.076
N 1.02146 -0.20993 1.77274 -0.525
Cl 1.37331 1.93869 0.28941 -0.162
Cl 3.32270 0.35034 -2.33594 -0.127
Cl 2.82588 -2.06759 -0.62480 -0.104
Cl 4.82764 1.69177 -0.00658 -0.116
Cl 4.81620 -0.54049 1.59454 -0.136
H -0.57322 -1.00664 0.03039 0.313
H -1.47723 0.45601 0.08570 0.385
H -0.43327 0.41519 -1.04628 0.368
H 1.74839 0.33278 2.36472 0.286
```

Summary:
**Energy above the lowest of the compared OMol25 structures with the same formula, charge and spin**: 0.00 kcal per mole
**HOMO-LUMO gap**: 9.78 eV
**E_HOMO**: -9.394 eV
**LUMO level**: 0.384 eV

3.
Here is a 8-piece molecular cluster, C72H152N8O8 overall at a distorted geometry from OMol25. Energies are from ωB97M-V/def2-TZVPD.

The geometry in XYZ format:
```
240
Properties=species:S:1:pos:R:3:mulliken_charge:R:1
C -1.89503 -6.78754 7.48424 -2.133
C -2.09820 -5.75947 6.41843 1.698
C -3.57904 -5.61537 6.09270 -1.689
C -1.43042 -4.44295 6.84425 -1.459
C -1.26154 -3.35493 5.77829 -0.949
C -0.61045 -3.86447 4.48728 -0.373
C -0.90629 -5.36938 4.04767 2.164
C -1.83972 -5.45633 2.88818 -1.733
C 0.49486 -5.93306 3.64755 -2.589
N -1.38416 -6.20895 5.23275 0.565
O -1.76058 -7.51728 4.83690 -0.523
H -2.34123 -7.74991 7.23353 0.425
H -0.84798 -7.06850 7.59760 0.413
H -2.25416 -6.49801 8.47181 0.392
H -3.79150 -4.95774 5.24980 0.313
H -4.04953 -6.58112 5.90810 0.333
H -4.21098 -5.10020 6.81613 0.421
H -1.85447 -4.10555 7.79000 0.552
H -0.42417 -4.72364 7.15531 0.417
H -2.29048 -3.12873 5.49864 0.297
H -0.67104 -2.45367 5.94306 0.570
H 0.42476 -3.55957 4.64048 -0.042
H -0.82034 -3.25962 3.60512 -0.039
H -1.55336 -4.91580 1.98600 0.173
H -2.87438 -5.13784 3.01522 0.381
H -1.91424 -6.42746 2.39884 0.482
H 0.99079 -5.37948 2.85023 0.275
H 0.41943 -6.95168 3.26699 0.518
H 1.24712 -5.99588 4.43384 0.683
H -1.03261 -8.03218 5.19261 0.353
C -1.20796 5.81219 4.16113 -2.133
C 0.13775 6.48965 4.24274 1.763
C 0.56917 6.41149 5.70821 -1.740
C 1.15474 5.69724 3.41503 -1.046
C 2.63401 6.29753 3.32213 -0.959
C 2.56530 7.70606 2.99209 -1.365
C 1.49200 8.61772 3.67171 1.968
C 2.14733 9.09554 4.99125 -1.933
C 1.24099 9.86659 2.76046 -1.875
N 0.13835 7.95437 3.82652 0.194
O -0.89069 8.71928 4.49046 -0.476
H -1.34366 4.78813 4.50896 0.463
H -1.87402 6.21887 4.92209 0.513
H -1.79040 5.82723 3.23991 0.399
H -0.19063 6.93628 6.28733 0.465
H 0.53731 5.39217 6.09300 0.383
H 1.40998 6.99599 6.08169 0.201
H 0.97541 4.65726 3.68779 0.421
H 0.88500 5.68355 2.35902 0.277
H 3.28192 6.31843 4.19841 0.413
H 3.16301 5.73310 2.55422 0.357
H 2.70827 7.95701 1.94105 0.462
H 3.53292 8.17195 3.17854 0.471
H 2.66705 10.04703 4.87868 0.384
H 2.76873 8.39620 5.55061 0.372
H 1.35647 9.26979 5.72083 0.466
H 1.11374 9.69096 1.69225 0.338
H 2.10158 10.53353 2.70860 0.454
H 0.40412 10.46393 3.12232 0.424
H -1.48470 9.03185 3.80413 0.337
C -7.92330 0.28730 -0.92129 -2.185
C -7.42141 1.70158 -0.70720 1.756
C -8.55707 2.50256 -0.17744 -2.082
C -6.30634 1.46762 0.31249 -1.302
C -5.41977 2.71769 0.42981 -0.424
C -4.84495 3.13714 -0.97345 -0.579
C -5.93241 3.35970 -2.07472 2.168
C -6.57940 4.72414 -2.17193 -1.699
C -5.20395 3.25549 -3.46753 -2.360
N -6.89659 2.22498 -2.03222 0.497
O -7.85441 2.16749 -3.02472 -0.509
H -7.17629 -0.22347 -1.52889 0.507
H -7.88058 -0.31900 -0.01648 0.421
H -8.93361 0.27756 -1.33031 0.441
H -9.20953 2.84539 -0.98047 0.424
H -9.26657 1.93072 0.42066 0.441
H -8.20888 3.41374 0.30899 0.334
H -6.72458 1.58334 1.31239 0.372
H -5.68656 0.58399 0.16028 0.333
H -5.88522 3.60050 0.86811 0.538
H -4.68988 2.47399 1.20180 -0.091
H -4.05385 2.46555 -1.30696 -0.024
H -4.42324 4.10083 -0.68786 0.404
H -7.61878 4.85793 -1.87216 0.341
H -6.57852 5.06420 -3.20753 0.386
H -6.06382 5.61531 -1.81404 0.391
H -5.16916 2.20331 -3.74999 0.471
H -4.14152 3.48706 -3.39198 0.354
H -5.76535 3.65868 -4.31036 0.484
H -7.72830 1.28606 -3.38359 0.354
C -1.33733 -6.62982 -0.85145 -2.073
C -0.42912 -6.38311 -2.02639 2.106
C -1.12788 -5.29594 -2.88055 -1.928
C 0.95947 -5.90677 -1.47650 -0.750
C 2.20088 -6.12902 -2.43546 -0.991
C 2.24034 -7.55201 -2.84619 -1.268
C 0.89109 -8.05366 -3.50768 1.057
C 0.75106 -7.65890 -5.04237 -1.503
C 0.96884 -9.66207 -3.36730 -1.861
N -0.31587 -7.66142 -2.79204 0.668
O -1.63030 -8.26264 -3.09258 -0.447
H -2.30723 -6.95504 -1.22777 0.568
H -1.06679 -7.38795 -0.11650 0.518
H -1.47991 -5.71139 -0.28202 0.098
H -1.93803 -5.62436 -3.53164 0.441
H -1.35300 -4.39027 -2.31737 0.198
H -0.42623 -5.03833 -3.67391 0.446
H 1.09731 -4.83176 -1.36056 -0.100
H 1.19853 -6.28274 -0.48171 0.578
H 2.24046 -5.52028 -3.33877 0.318
H 2.97366 -5.85217 -1.71833 0.496
H 2.50303 -8.16137 -1.98145 0.369
H 3.02378 -7.81117 -3.55835 0.575
H -0.13865 -8.02608 -5.55394 0.346
H 1.67081 -7.94195 -5.55426 0.423
H 0.68598 -6.57383 -5.12296 0.267
H 0.72275 -10.05748 -2.38181 0.376
H 1.96591 -9.96201 -3.68977 0.417
H 0.24109 -10.11855 -4.03820 0.412
H -1.59054 -8.97414 -2.44931 0.329
C -2.08796 2.53914 2.06748 -1.722
C -0.98373 1.71815 1.21885 2.515
C -0.35743 2.72998 0.24374 -2.025
C 0.08917 1.40614 2.33450 -1.280
C 1.24687 0.56204 1.85335 -1.237
C 0.72391 -0.72814 1.16825 -0.890
C -0.43033 -0.46558 0.00240 1.800
C 0.27242 -0.07031 -1.34446 -1.693
C -1.07739 -1.90035 -0.28073 -1.716
N -1.42816 0.52336 0.47148 0.499
O -2.50481 0.72918 -0.46069 -0.208
H -1.58739 3.20708 2.76846 0.092
H -2.70694 3.11915 1.38296 0.155
H -2.69226 1.83695 2.64180 0.547
H -0.66656 3.75610 0.44277 0.558
H 0.72618 2.80630 0.15385 0.103
H -0.89802 2.61492 -0.69574 0.427
H 0.68917 2.29221 2.54184 0.005
H -0.27145 0.94492 3.25392 0.667
H 1.90160 1.20889 1.26938 0.249
H 1.82291 0.25513 2.72633 0.604
H 0.24806 -1.31230 1.95590 -0.055
H 1.64826 -1.24425 0.90879 0.419
H 1.12643 -0.74751 -1.33201 0.469
H 0.60885 0.96625 -1.36603 0.217
H -0.35505 -0.02552 -2.23462 0.170
H -0.29908 -2.61051 -0.56005 0.184
H -1.56517 -1.67680 -1.22951 0.180
H -1.82077 -2.20950 0.45406 0.505
H -3.29681 0.73364 0.08182 0.069
C 0.35889 5.43875 -2.67404 -1.941
C 1.63712 5.92919 -3.35939 1.964
C 1.68767 7.38843 -3.27755 -1.770
C 2.68726 5.16700 -2.41755 -1.021
C 4.10238 5.19030 -2.99787 -0.849
C 4.07947 4.51593 -4.39909 -1.062
C 3.13777 5.35524 -5.44436 1.219
C 3.76296 6.69355 -5.72893 -1.833
C 3.06445 4.42912 -6.66421 -1.304
N 1.81634 5.41410 -4.71270 0.917
O 0.95962 6.03941 -5.59397 -0.631
H -0.10810 4.48938 -2.93618 0.034
H 0.30120 5.46228 -1.58582 0.379
H -0.48145 6.03644 -3.02715 0.510
H 1.21916 7.76903 -2.36994 0.429
H 2.54526 8.00611 -3.54418 0.287
H 1.04335 7.86647 -4.01541 0.416
H 2.63560 5.73766 -1.49031 0.584
H 2.47889 4.11379 -2.22934 0.105
H 4.38709 6.24192 -3.03175 0.345
H 4.82046 4.70203 -2.33904 0.418
H 3.82744 3.45599 -4.36586 0.101
H 5.10403 4.58634 -4.76435 0.498
H 3.93277 7.29792 -4.83786 0.313
H 3.21356 7.19790 -6.52384 0.340
H 4.73686 6.49868 -6.17797 0.460
H 2.25479 4.70222 -7.34094 0.420
H 2.78976 3.44659 -6.28043 -0.117
H 3.98390 4.15657 -7.18231 0.483
H 0.25093 5.41095 -5.75018 0.367
C -2.15136 -1.81256 -4.63536 -1.426
C -1.60490 -0.62738 -5.52699 1.268
C -2.07724 -0.93455 -7.06057 -1.812
C -2.25902 0.70303 -4.94444 -0.881
C -1.68335 2.01698 -5.43390 -1.226
C -0.20897 1.93163 -5.20148 -0.795
C 0.59679 0.79986 -5.71363 1.652
C 0.96185 1.00529 -7.16811 -1.496
C 1.82712 0.71014 -4.84671 -0.858
N -0.11587 -0.50814 -5.40476 0.963
O 0.70826 -1.65887 -5.63431 -0.522
H -1.76274 -1.60607 -3.63815 -0.004
H -3.23726 -1.84486 -4.72412 0.509
H -1.82568 -2.80159 -4.95760 0.454
H -3.13472 -1.19785 -7.08292 0.411
H -1.78455 -0.07103 -7.65787 0.356
H -1.52689 -1.82887 -7.35280 0.385
H -3.30176 0.65105 -5.25763 0.489
H -2.26783 0.79912 -3.85871 0.037
H -1.81699 2.12495 -6.51027 0.419
H -2.06765 2.92947 -4.97809 0.410
H -0.15320 2.02242 -4.11671 -0.008
H 0.32494 2.80307 -5.58047 0.022
H 1.25196 2.04945 -7.28503 0.195
H 0.10601 0.74666 -7.79159 0.191
H 1.76648 0.27647 -7.26554 0.517
H 1.61377 0.55458 -3.78918 0.143
H 2.26005 1.69593 -4.67674 -0.133
H 2.61262 -0.01431 -5.06181 0.459
H 1.22270 -1.49760 -6.42863 0.369
C 3.77127 -2.76976 2.07347 -1.989
C 4.89913 -3.20691 3.06531 1.683
C 6.29070 -2.70924 2.61980 -1.848
C 4.53806 -2.42517 4.39434 -1.108
C 5.19495 -2.85690 5.71053 -0.872
C 5.10704 -4.37581 5.80655 -1.208
C 5.49218 -5.12971 4.54277 1.349
C 7.04198 -5.39711 4.40686 -1.598
C 4.87167 -6.49261 4.85711 -1.903
N 4.80817 -4.63380 3.37677 1.041
O 4.93322 -5.47080 2.30228 -0.529
H 4.11474 -2.80706 1.03967 0.523
H 2.81489 -3.29016 2.02224 0.226
H 3.51659 -1.72318 2.24049 0.337
H 6.95329 -2.76688 3.48337 0.387
H 6.56952 -3.40575 1.82909 0.388
H 6.16995 -1.73205 2.15223 0.392
H 4.84806 -1.38067 4.36237 0.450
H 3.45351 -2.40890 4.50199 0.297
H 6.14568 -2.39929 5.98403 0.374
H 4.47390 -2.53500 6.46191 0.390
H 4.08321 -4.50704 6.15677 0.464
H 5.74051 -4.70259 6.63119 0.443
H 7.43548 -4.55519 4.97644 0.400
H 7.50830 -5.32196 3.42452 0.250
H 7.35640 -6.31179 4.90945 0.388
H 3.78424 -6.44525 4.79929 0.157
H 5.11130 -6.87192 5.85049 0.468
H 5.19949 -7.22184 4.11626 0.452
H 4.06131 -5.73870 2.00297 0.300
```

Summary:
**Energy above the lowest of the compared OMol25 structures with the same formula, charge and spin**: 263.44 kcal per mole
**HOMO-LUMO gap**: 8.14 eV
**E_HOMO**: -7.798 eV
**LUMO level**: 0.340 eV

4.
Here is a 2-piece molecular cluster, C4H5ClN3O2 overall at a distorted geometry from OMol25. Energies are from ωB97M-V/def2-TZVPD.

The geometry in XYZ format:
```
15
Properties=species:S:1:pos:R:3:mulliken_charge:R:1
C -0.04390 1.68057 -0.92748 -0.145
C 0.55741 -0.19917 -0.05773 0.617
C -0.68595 -0.45740 -0.87579 0.436
C 1.47600 -1.31032 0.42620 -1.022
N 0.86172 1.16271 -0.19033 -0.476
N -1.06557 0.74603 -1.37206 -0.065
N -0.68366 0.28153 1.55315 0.939
O -0.48325 -0.43345 2.39792 -0.429
O -1.26920 1.21705 1.25735 -0.422
Cl -1.75084 -1.67792 -1.08508 -0.063
H -0.20309 2.71696 -0.96026 0.434
H 2.39878 -0.92912 1.03327 0.298
H 1.94683 -1.84660 -0.40406 0.356
H 0.84044 -2.02467 0.93793 0.355
H -1.89571 1.07379 -1.73302 0.188
```

Summary:
**<S²>**: 2.0110
**Charge**: +1
**HOMO-LUMO gap (spin up / spin down)**: 7.99 / 7.84 eV
**E_HOMO (spin up / spin down)**: -12.437 / -15.972 eV
**LUMO level (spin up / spin down)**: -4.446 / -8.128 eV
**Spin multiplicity**: 3

In the order shown, the computed calculated total energy values come out to -9345.762; -68313.501; -105410.903; -25302.569 eV.